{"formula": "C39H44BBrN11O3STi", "method": "ωB97M-V/def2-TZVPD", "mol_weight_g_mol": 885.505, "e_tot_ev": -168367.7873, "fmax_ev_per_a": 0.7, "lumo_ha": [-0.00309, -0.07852], "de_lowest_kcal_mol": 2.2, "homo_energy_ev": [-7.76, -7.86], "homo_lumo_gap_ev": [7.7, 5.7], "spin_multiplicity": 2, "s_squared": 0.79, "symbols": ["H", "N", "N", "C", "C", "H", "C", "C", "H", "H", "C", "C", "H", "H", "H", "C", "N", "B", "Ti", "H", "O", "C", "N", "N", "H", "H", "H", "C", "H", "C", "C", "H", "C", "N", "C", "C", "C", "H", "H", "C", "H", "C", "C", "H", "C", "C", "C", "H", "C", "C", "H", "C", "H", "C", "N", "O", "C", "N", "H", "H", "H", "H", "C", "C", "H", "S", "N", "H", "H", "H", "H", "C", "H", "H", "C", "H", "C", "C", "N", "H", "H", "H", "O", "C", "H", "N", "H", "C", "C", "C", "H", "H", "H", "H", "C", "H", "C", "H", "Br", "H", "C"], "positions_angstrom": [[0.2325, -3.9558, -3.5269], [0.1719, -2.7902, -1.7919], [-0.0992, -1.4993, -1.4967], [-3.0496, 3.6807, -0.0690], [1.6003, 1.2622, -1.1574], [-5.8590, 1.9658, 2.4420], [-4.0363, 3.3854, -1.0130], [-0.9769, -4.6907, 1.1581], [-0.6751, -5.6988, 0.9273], [-2.4837, 0.0710, 6.0925], [-1.8590, -2.8276, 1.8986], [4.0296, 1.8799, 0.2066], [-2.8744, -1.0061, -1.1645], [-4.5156, -0.5844, -1.6749], [-4.9545, 1.9123, -2.2718], [3.7197, 2.7396, -3.2982], [-5.0301, 2.1264, 2.9934], [0.6252, -3.6995, -0.6241], [-0.0313, -0.5920, 0.4550], [-2.4337, -2.0520, 2.3798], [0.8718, 2.1194, -1.6008], [-1.8777, -4.2069, 2.0856], [0.0905, -5.7450, -1.9724], [1.7929, -2.0328, 0.7803], [1.8073, -8.2334, -0.6678], [-2.4703, -4.7711, 2.7824], [5.0687, 2.6965, 1.8891], [3.2215, -3.3729, -0.2342], [-1.0331, 0.6412, 5.2618], [3.8184, 3.3796, -4.5244], [3.2702, 2.8008, -5.6586], [4.3313, 4.3303, -4.5927], [3.9687, -2.4756, 0.5015], [1.9201, -3.0966, -0.0413], [5.1519, 2.0875, 0.9983], [4.1075, 1.0941, -0.9345], [-3.3173, 1.0956, -1.1763], [-2.9736, 4.6849, 0.3301], [-3.1546, -0.3246, -2.7701], [-2.2765, 1.3952, -0.2210], [-6.8278, 4.1537, 3.4039], [-0.3759, -0.8827, -2.6436], [2.5185, 0.9403, -4.3320], [7.2375, 1.6714, 1.2803], [3.0187, -1.6515, 1.1086], [2.6211, 1.5795, -5.5584], [5.3395, 0.5460, -1.2828], [-4.5604, 4.0554, 2.3597], [-4.1664, 2.1124, -1.5569], [2.9152, 0.8180, -1.8480], [7.4068, 0.3080, -0.7824], [-0.2727, -1.7752, -3.7050], [-0.1360, 2.6397, 1.0177], [-2.1605, 2.7194, 0.3466], [-1.4548, 0.4474, 0.1531], [1.3679, 0.5932, -0.0483], [3.0686, 1.5173, -3.1923], [0.8590, -5.1421, -1.0358], [-1.3147, 2.4644, 2.2904], [4.1518, 3.1987, -2.4180], [3.1499, -0.8016, 1.7589], [5.0401, -2.4206, 0.5789], [-4.7572, 3.5220, 3.2976], [-1.1052, 2.9982, 1.3597], [-6.1570, 3.6036, 4.9407], [-4.4838, -0.1105, 1.7242], [-1.0192, -2.5019, 0.9204], [3.6017, -0.9800, -2.2075], [2.0158, -0.0126, -4.2506], [3.5250, -4.1847, -0.8738], [-0.6176, 0.1695, -2.6402], [-1.9483, 0.9607, 5.7608], [-3.7862, 1.9790, 5.2931], [-4.7201, 4.1664, -1.3226], [-5.9314, 4.1520, 4.0263], [-1.0470, 4.0666, 1.5652], [1.6261, -6.0591, -0.3915], [-4.1506, 1.1096, 2.8344], [-3.0337, 1.0988, 3.5777], [-5.7070, 5.1867, 4.2860], [2.2765, -5.7731, 0.4173], [-2.3627, 0.3884, 3.3161], [2.7444, -0.5878, -2.0188], [-2.8103, 1.7990, 4.8324], [-2.3368, 2.7720, 4.6666], [-0.4713, -3.6566, 0.4697], [3.0903, 2.3294, 0.5021], [0.0781, -2.9771, -3.1140], [-3.4679, -0.2865, -1.7236], [6.4591, 0.7438, -0.4935], [3.3488, 3.2987, -6.6164], [-0.4427, -1.5836, -4.7492], [-0.0809, -7.7164, -2.6015], [-1.6688, 1.5445, 6.6377], [0.4000, -7.0266, -1.9263], [-3.8524, 3.6069, 3.8969], [6.3664, 1.5146, 0.6577], [2.1894, 1.1198, -6.4387], [0.1845, -0.1369, 2.9290], [5.4409, -0.0305, -2.1973], [1.3674, -7.2905, -0.9407]], "forces_ev_per_angstrom": [[0.0, -0.1, 0.0], [0.1, 0.1, 0.0], [0.0, 0.0, -0.1], [0.1, 0.0, 0.0], [-0.2, 0.0, 0.0], [0.0, 0.0, 0.0], [-0.1, 0.1, 0.0], [0.0, 0.0, -0.1], [0.0, 0.0, 0.0], [0.0, 0.0, 0.0], [-0.2, 0.2, -0.1], [0.0, 0.0, 0.0], [0.0, 0.0, 0.0], [0.0, 0.0, 0.0], [0.0, 0.0, 0.0], [0.0, 0.0, 0.0], [-0.3, -0.1, 0.2], [0.0, -0.1, -0.1], [0.0, 0.0, 0.7], [0.0, 0.0, 0.0], [0.2, -0.1, 0.0], [0.0, 0.0, -0.1], [-0.1, 0.1, 0.0], [-0.1, 0.2, -0.3], [0.0, 0.0, 0.0], [0.0, 0.0, 0.0], [0.0, 0.0, 0.0], [0.0, 0.0, 0.0], [0.0, 0.1, 0.0], [0.0, 0.0, 0.0], [0.0, 0.0, 0.0], [0.0, 0.0, 0.0], [0.0, 0.0, 0.0], [0.0, 0.0, 0.2], [0.0, 0.0, 0.0], [0.0, 0.0, -0.1], [0.0, 0.1, 0.0], [0.0, 0.0, 0.0], [0.0, 0.0, 0.0], [-0.1, -0.2, 0.1], [0.0, 0.0, 0.0], [0.1, 0.1, 0.1], [0.1, 0.1, 0.0], [0.0, 0.0, 0.0], [-0.1, 0.0, 0.1], [0.0, 0.0, 0.0], [0.0, 0.0, 0.0], [0.0, 0.0, 0.0], [0.1, 0.0, 0.0], [0.0, 0.1, 0.1], [0.0, 0.0, 0.0], [0.0, -0.1, 0.1], [0.1, 0.0, -0.1], [-0.1, 0.0, -0.1], [0.4, 0.1, -0.1], [-0.3, -0.1, -0.3], [0.0, -0.1, 0.0], [0.1, 0.0, 0.0], [0.0, 0.0, -0.1], [0.0, 0.0, 0.0], [0.0, 0.0, 0.0], [0.0, 0.0, 0.0], [0.2, 0.2, -0.1], [0.0, 0.0, 0.1], [0.0, 0.0, 0.0], [-0.1, -0.1, 0.1], [0.3, 0.0, 0.0], [0.1, 0.0, 0.0], [0.0, 0.0, 0.0], [0.0, 0.0, 0.0], [0.0, 0.0, 0.0], [0.0, 0.0, 0.0], [0.1, 0.0, 0.0], [0.0, 0.0, 0.0], [0.0, 0.0, 0.0], [0.0, 0.0, 0.0], [0.0, -0.1, 0.0], [0.1, 0.0, -0.1], [0.0, 0.0, -0.1], [0.0, 0.0, 0.0], [0.0, 0.0, 0.0], [0.1, 0.0, 0.1], [-0.1, 0.1, 0.0], [0.0, -0.1, 0.2], [0.1, -0.1, 0.0], [0.0, 0.0, 0.0], [0.0, 0.0, 0.0], [0.0, 0.0, 0.0], [-0.1, -0.1, 0.0], [0.0, 0.0, 0.0], [0.0, 0.0, 0.0], [0.0, 0.0, 0.0], [0.0, 0.0, 0.0], [0.0, 0.0, 0.0], [0.0, 0.0, 0.0], [-0.2, 0.0, -0.2], [0.0, 0.0, 0.0], [0.0, 0.0, 0.0], [0.1, -0.1, -0.1], [0.0, 0.0, 0.0], [0.0, 0.1, 0.1]], "lowdin_spin": [0.000, 0.000, 0.001, -0.006, 0.001, 0.000, 0.173, 0.001, 0.000, 0.000, 0.001, 0.000, 0.000, 0.004, -0.004, 0.000, 0.000, 0.000, 0.072, 0.000, 0.001, 0.000, 0.000, 0.000, 0.000, 0.000, 0.000, 0.000, 0.000, 0.000, 0.000, 0.000, 0.000, 0.000, 0.000, 0.000, 0.144, -0.003, 0.007, 0.087, 0.000, 0.001, 0.000, 0.000, 0.000, 0.000, 0.000, 0.000, -0.013, 0.000, 0.000, 0.000, 0.004, 0.122, 0.304, 0.016, 0.000, 0.000, 0.006, 0.000, 0.000, 0.000, -0.001, 0.017, 0.000, 0.016, 0.002, 0.000, 0.000, 0.000, 0.000, 0.000, 0.000, 0.011, 0.000, 0.000, 0.000, 0.002, 0.001, 0.000, 0.000, 0.000, 0.000, 0.000, 0.000, 0.000, 0.000, 0.000, 0.017, 0.000, 0.000, 0.000, 0.000, 0.000, 0.000, 0.000, 0.000, 0.000, 0.014, 0.000, 0.000]}